# 1
DFT (ωB97M-V with the def2-TZVPD basis set) results for a structure of composition C32H80N3O17P3V at a distorted geometry.

Results
- Charge: +1
- HOMO-LUMO gap (spin up / spin down): 7.329 / 8.105 eV
- Multiplicity: 3

Each line ends with the Löwdin charge.
Cartesian coordinates (Å):
V: -1.943 0.803 3.091  1.21
O: -1.525 1.839 1.369  -0.31
C: -0.392 1.301 0.718  -0.31
C: 0.044 -0.099 1.169  -0.28
O: -0.501 -0.546 2.411  -0.34
H: 0.450 1.997 0.842  0.07
H: -0.472 1.345 -0.376  0.10
H: 1.133 -0.173 1.206  0.10
H: -0.313 -0.894 0.502  0.07
C: 0.132 -1.859 -2.125  -0.12
C: 0.583 -2.163 -3.525  -0.26
C: -0.297 -3.130 -4.316  -0.23
C: 0.111 -3.446 -5.757  -0.23
C: -0.578 -4.674 -6.338  -0.28
C: -0.598 -4.636 -7.875  -0.11
H: 0.050 -2.600 -1.325  0.06
H: -0.819 -1.319 -2.074  0.04
H: 0.849 -1.144 -1.698  0.05
H: 0.813 -1.296 -4.147  0.09
H: 1.554 -2.663 -3.387  0.11
H: -1.311 -2.730 -4.195  0.10
H: -0.283 -4.077 -3.762  0.11
H: 0.177 -2.548 -6.379  0.11
H: 1.177 -3.711 -5.726  0.12
H: -0.108 -5.542 -5.862  0.11
H: -1.597 -4.868 -5.982  0.10
H: -1.285 -3.834 -8.144  0.07
H: 0.359 -4.472 -8.371  0.07
H: -0.970 -5.575 -8.289  0.07
C: 1.511 1.783 -3.761  -0.08
C: 2.108 1.591 -2.339  -0.25
C: 3.456 2.230 -2.019  -0.21
C: 3.306 3.637 -1.369  -0.23
C: 4.576 4.146 -0.723  -0.27
C: 5.725 4.398 -1.715  -0.11
H: 2.352 1.911 -4.452  0.07
H: 0.899 2.673 -3.889  0.07
H: 1.042 0.851 -4.064  0.04
H: 1.375 1.941 -1.608  0.08
H: 2.255 0.514 -2.241  0.08
H: 3.996 2.391 -2.956  0.10
H: 4.046 1.561 -1.390  0.11
H: 2.821 4.220 -2.158  0.12
H: 2.509 3.579 -0.614  0.08
H: 4.366 5.073 -0.183  0.10
H: 4.937 3.415 0.004  0.10
H: 5.503 5.059 -2.550  0.07
H: 6.567 4.781 -1.132  0.07
H: 6.129 3.463 -2.111  0.07
C: -5.446 2.771 4.452  0.03
C: -4.140 3.125 3.798  -0.48
O: -3.273 2.268 3.604  -0.08
N: -3.979 4.385 3.419  0.06
C: -2.822 4.798 2.626  -0.02
H: -5.504 3.197 5.456  0.10
H: -5.562 1.700 4.607  0.08
H: -6.309 3.098 3.873  0.10
H: -4.784 4.988 3.432  0.15
H: -2.517 5.816 2.839  0.09
H: -3.037 4.660 1.563  0.10
H: -2.007 4.088 2.769  0.07
C: -5.820 -1.092 2.459  0.04
C: -4.514 -0.711 1.776  -0.46
O: -3.620 -0.191 2.458  -0.06
N: -4.396 -1.024 0.490  0.06
C: -3.175 -0.881 -0.306  -0.03
H: -5.826 -2.174 2.581  0.10
H: -6.652 -0.830 1.805  0.09
H: -5.839 -0.480 3.353  0.08
H: -5.092 -1.651 0.123  0.15
H: -2.362 -1.334 0.268  0.08
H: -2.972 0.171 -0.483  0.08
H: -3.264 -1.495 -1.196  0.09
C: 0.721 -3.328 4.182  0.00
C: 0.122 -4.289 3.180  -0.55
O: 0.096 -5.493 3.408  0.04
N: -0.330 -3.789 2.010  0.01
C: -0.853 -4.599 0.926  -0.07
H: 0.860 -3.934 5.073  0.09
H: 0.011 -2.516 4.339  0.06
H: 1.676 -2.920 3.854  0.08
H: -0.284 -2.789 1.867  0.09
H: -1.723 -4.079 0.525  0.07
H: -1.180 -5.546 1.351  0.08
H: -0.164 -4.857 0.121  0.08
C: -0.170 4.272 6.375  -0.08
O: 0.755 3.805 5.418  -0.17
P: 0.758 2.363 4.797  0.42
O: -0.519 1.949 4.187  -0.26
O: 2.049 2.378 3.854  -0.17
C: 2.026 3.136 2.653  -0.10
O: 1.272 1.453 5.971  -0.19
C: 1.439 0.036 5.897  -0.06
H: 0.065 4.064 7.424  0.10
H: -1.135 3.765 6.260  0.09
H: -0.293 5.350 6.323  0.10
H: 1.030 3.492 2.384  0.08
H: 2.478 2.681 1.771  0.08
H: 2.649 4.031 2.760  0.10
H: 2.203 -0.218 6.629  0.10
H: 1.759 -0.273 4.900  0.08
H: 0.515 -0.478 6.170  0.09
C: -3.284 2.739 -2.070  -0.09
O: -2.886 2.316 -3.370  -0.20
P: -3.160 0.864 -3.960  0.40
O: -2.465 -0.262 -3.308  -0.23
O: -4.747 0.783 -4.057  -0.20
C: -5.559 0.141 -3.090  -0.10
O: -2.557 1.140 -5.417  -0.19
C: -2.748 0.063 -6.346  -0.10
H: -4.064 2.194 -1.542  0.08
H: -3.533 3.793 -2.205  0.09
H: -2.387 2.777 -1.444  0.08
H: -5.027 -0.094 -2.170  0.05
H: -5.999 -0.769 -3.506  0.10
H: -6.423 0.774 -2.883  0.10
H: -1.783 -0.267 -6.735  0.09
H: -3.224 0.512 -7.223  0.09
H: -3.326 -0.803 -6.033  0.09
C: 2.880 -2.338 0.521  -0.12
O: 3.434 -3.237 1.466  -0.19
P: 4.992 -3.059 1.800  0.38
O: 5.423 -3.796 2.984  -0.22
O: 5.666 -3.396 0.414  -0.22
C: 7.085 -3.613 0.289  -0.06
O: 5.172 -1.451 1.933  -0.24
C: 5.353 -0.866 3.230  -0.09
H: 1.830 -2.575 0.334  0.06
H: 3.288 -2.480 -0.486  0.09
H: 2.951 -1.286 0.789  0.07
H: 7.472 -2.964 -0.495  0.09
H: 7.170 -4.640 -0.060  0.09
H: 7.611 -3.411 1.218  0.09
H: 4.460 -0.269 3.445  0.07
H: 6.242 -0.247 3.225  0.09
H: 5.299 -1.642 3.994  0.08

# 2
DFT (ωB97M-V with the def2-TZVPD basis set) results for a cluster of 8 separate species, C32H80O16 in total at a distorted geometry.

Results
- Relative energy (zero: lowest compared OMol25 entry of this formula, charge and spin): 2.731 eV
- Charge: 0
- HOMO-LUMO gap: 9.723 eV
- SMILES: COCCOC.COCCOC.COCCOC.COCCOC.COCCOC.COCCOC.COCCOC.COCCOC

Each line ends with the Löwdin charge.
Cartesian coordinates (Å):
C: -2.168 4.441 0.515  -0.08
O: -0.813 4.421 0.136  -0.18
C: 0.030 4.043 1.144  -0.23
C: 1.469 3.918 0.711  -0.15
O: 1.601 2.669 0.012  -0.22
C: 2.763 2.599 -0.677  -0.16
H: -2.606 3.455 0.717  0.07
H: -2.761 4.773 -0.327  0.09
H: -2.316 5.050 1.380  0.08
H: -0.313 3.063 1.599  0.13
H: -0.061 4.737 2.020  0.14
H: 2.090 3.900 1.590  0.12
H: 1.900 4.687 0.104  0.12
H: 3.727 2.678 -0.083  0.12
H: 2.771 3.325 -1.474  0.07
H: 2.777 1.643 -1.212  0.08
C: -4.870 1.440 -4.603  -0.07
O: -4.207 0.229 -4.171  -0.20
C: -3.793 -0.741 -5.090  -0.20
C: -2.271 -0.932 -5.087  -0.19
O: -1.667 0.088 -5.829  -0.16
C: -0.304 0.140 -5.820  -0.15
H: -5.828 1.140 -4.989  0.08
H: -4.451 1.963 -5.426  0.07
H: -4.927 2.136 -3.767  0.09
H: -4.124 -0.403 -6.065  0.12
H: -4.264 -1.693 -4.880  0.12
H: -2.033 -1.867 -5.573  0.12
H: -1.960 -0.979 -4.020  0.13
H: 0.097 -0.825 -6.121  0.09
H: 0.119 0.326 -4.799  0.07
H: 0.157 0.908 -6.441  0.09
C: 2.660 -3.100 1.204  -0.10
O: 1.567 -2.374 1.651  -0.21
C: 1.657 -0.960 1.495  -0.19
C: 0.823 -0.537 0.328  -0.19
O: 1.368 -1.076 -0.861  -0.19
C: 0.777 -0.677 -2.086  -0.08
H: 3.449 -2.804 1.881  0.09
H: 2.754 -2.826 0.137  0.09
H: 2.387 -4.117 1.168  0.07
H: 2.682 -0.672 1.426  0.11
H: 1.284 -0.596 2.494  0.12
H: 0.933 0.569 0.216  0.12
H: -0.232 -0.785 0.456  0.11
H: 1.269 0.254 -2.438  0.07
H: -0.281 -0.472 -1.856  0.08
H: 0.968 -1.395 -2.901  0.08
C: -2.255 2.016 -2.242  -0.12
O: -1.844 3.335 -2.432  -0.19
C: -0.362 3.412 -2.564  -0.17
C: 0.063 4.785 -2.886  -0.20
O: -0.056 5.009 -4.288  -0.18
C: 0.622 6.095 -4.844  -0.13
H: -1.515 1.455 -1.589  0.10
H: -2.392 1.509 -3.184  0.06
H: -3.248 2.074 -1.753  0.10
H: -0.043 2.711 -3.348  0.12
H: 0.053 3.046 -1.621  0.10
H: 1.130 4.867 -2.629  0.12
H: -0.505 5.502 -2.268  0.14
H: 0.340 7.046 -4.392  0.09
H: 0.387 6.053 -5.885  0.07
H: 1.748 5.970 -4.814  0.10
C: -4.612 -3.124 6.259  -0.10
O: -3.206 -3.185 6.012  -0.18
C: -2.596 -4.398 6.424  -0.22
C: -2.815 -5.652 5.620  -0.24
O: -2.158 -5.586 4.396  -0.20
C: -0.691 -5.939 4.454  -0.04
H: -4.903 -2.077 6.289  0.08
H: -4.870 -3.576 7.262  0.10
H: -5.180 -3.634 5.535  0.06
H: -2.829 -4.554 7.464  0.11
H: -1.549 -4.141 6.376  0.11
H: -3.891 -5.862 5.381  0.14
H: -2.410 -6.425 6.265  0.12
H: -0.548 -7.016 4.692  0.09
H: -0.122 -5.246 5.115  0.08
H: -0.328 -5.736 3.418  0.09
C: 2.649 1.491 -4.499  -0.14
O: 3.234 0.325 -4.028  -0.17
C: 3.454 -0.499 -5.184  -0.18
C: 3.785 -1.878 -4.734  -0.26
O: 2.697 -2.579 -4.288  -0.19
C: 3.027 -3.830 -3.674  -0.07
H: 1.692 1.332 -5.025  0.05
H: 3.325 2.038 -5.144  0.09
H: 2.462 2.139 -3.633  0.08
H: 4.265 -0.075 -5.774  0.13
H: 2.499 -0.461 -5.759  0.12
H: 4.554 -1.805 -3.926  0.14
H: 4.381 -2.481 -5.449  0.13
H: 3.409 -4.652 -4.364  0.11
H: 2.082 -4.083 -3.258  0.08
H: 3.820 -3.635 -2.996  0.07
C: -4.685 -2.601 0.698  -0.07
O: -3.828 -2.992 1.799  -0.19
C: -2.434 -2.786 1.718  -0.21
C: -2.020 -1.489 2.361  -0.19
O: -2.496 -0.521 1.466  -0.22
C: -2.657 0.767 1.948  -0.11
H: -5.062 -3.501 0.197  0.08
H: -4.146 -1.941 0.030  0.07
H: -5.531 -2.097 1.243  0.10
H: -2.020 -2.885 0.694  0.14
H: -1.935 -3.554 2.276  0.11
H: -0.922 -1.425 2.416  0.11
H: -2.631 -1.478 3.252  0.13
H: -1.711 1.390 2.012  0.09
H: -3.061 0.659 2.947  0.08
H: -3.423 1.251 1.313  0.09
C: 6.477 1.664 4.647  -0.12
O: 5.300 0.936 4.999  -0.18
C: 4.168 1.271 4.187  -0.17
C: 2.960 0.407 4.587  -0.19
O: 2.457 0.885 5.829  -0.18
C: 1.268 0.230 6.227  -0.10
H: 7.113 1.369 3.737  0.11
H: 7.230 1.378 5.343  0.06
H: 6.312 2.722 4.711  0.08
H: 4.476 1.145 3.157  0.12
H: 3.913 2.290 4.384  0.11
H: 3.230 -0.663 4.619  0.14
H: 2.203 0.485 3.895  0.06
H: 1.480 -0.794 6.500  0.08
H: 0.507 0.235 5.439  0.08
H: 0.891 0.795 7.096  0.10

# 3
DFT (ωB97M-V with the def2-TZVPD basis set) results for a cluster of 7 separate species, C32H83N7O12 in total at a distorted geometry.

Results
- Relative energy (zero: lowest compared OMol25 entry of this formula, charge and spin): 0.000 eV
- Charge: 0
- HOMO-LUMO gap: 8.789 eV
- SMILES: COCCNCCOC.COCCNCCOC.COCCNCCOC.COCCNCCOC.COCCNCCOC.NC(N)=O.CO

Each line ends with the Löwdin charge.
Cartesian coordinates (Å):
C: 7.277 11.028 11.544  -0.09
O: 8.326 11.377 12.430  -0.20
C: 7.972 12.308 13.395  -0.27
C: 9.208 12.845 14.029  -0.20
N: 8.860 13.807 15.099  -0.04
C: 9.948 14.597 15.548  -0.26
C: 9.590 15.375 16.724  -0.23
O: 9.388 14.450 17.806  -0.16
C: 8.838 15.146 18.860  -0.14
H: 6.365 10.790 12.175  0.10
H: 7.483 10.156 10.939  0.08
H: 7.052 11.886 10.915  0.08
H: 7.347 11.800 14.147  0.13
H: 7.360 13.162 13.065  0.12
H: 9.824 13.278 13.245  0.09
H: 9.828 12.033 14.414  0.13
H: 8.512 13.309 15.915  0.12
H: 10.260 15.178 14.684  0.11
H: 10.825 13.988 15.807  0.13
H: 8.635 15.889 16.608  0.11
H: 10.347 16.120 16.908  0.11
H: 9.635 15.618 19.471  0.10
H: 8.258 14.459 19.468  0.09
H: 8.145 15.939 18.535  0.08
C: 14.128 19.019 11.492  -0.13
O: 15.369 18.815 12.069  -0.19
C: 15.279 18.122 13.314  -0.24
C: 16.527 17.506 13.867  -0.18
N: 16.993 16.457 12.923  -0.03
C: 16.006 15.367 12.556  -0.19
C: 16.575 14.246 11.782  -0.25
O: 15.525 13.436 11.297  -0.23
C: 15.930 12.384 10.505  -0.12
H: 13.633 18.060 11.227  0.08
H: 14.483 19.552 10.599  0.09
H: 13.499 19.723 12.077  0.09
H: 14.571 17.277 13.164  0.09
H: 14.742 18.790 13.966  0.11
H: 16.238 17.062 14.840  0.11
H: 17.334 18.175 14.109  0.11
H: 17.312 16.910 12.076  0.09
H: 15.119 15.699 11.960  0.10
H: 15.555 14.965 13.478  0.12
H: 17.208 13.526 12.293  0.12
H: 17.272 14.630 10.992  0.14
H: 16.933 12.079 10.837  0.09
H: 16.020 12.759 9.495  0.09
H: 15.154 11.660 10.671  0.09
C: 6.331 22.116 17.704  -0.12
O: 6.895 21.176 16.810  -0.20
C: 7.588 20.185 17.527  -0.24
C: 8.020 19.194 16.459  -0.18
N: 9.199 19.734 15.710  -0.04
C: 9.455 19.015 14.485  -0.24
C: 10.351 19.784 13.545  -0.18
O: 9.594 20.911 12.955  -0.21
C: 10.297 21.589 11.962  -0.13
H: 5.827 22.868 17.082  0.09
H: 7.036 22.583 18.415  0.09
H: 5.554 21.634 18.315  0.09
H: 6.963 19.727 18.307  0.12
H: 8.397 20.727 18.010  0.12
H: 7.184 19.081 15.781  0.11
H: 8.178 18.188 16.878  0.10
H: 8.986 20.700 15.454  0.11
H: 8.550 18.728 13.926  0.12
H: 9.909 18.048 14.689  0.10
H: 10.771 19.138 12.785  0.10
H: 11.158 20.287 14.070  0.12
H: 9.676 22.415 11.661  0.08
H: 10.399 20.914 11.094  0.09
H: 11.256 21.939 12.336  0.08
C: 8.721 15.960 11.683  -0.10
O: 9.001 15.912 10.303  -0.20
C: 8.923 17.188 9.689  -0.22
C: 9.520 16.893 8.325  -0.17
N: 10.939 16.511 8.440  -0.05
C: 11.787 17.583 8.800  -0.24
C: 13.266 17.370 8.526  -0.22
O: 13.698 16.330 9.391  -0.21
C: 14.988 15.848 9.120  -0.10
H: 9.135 15.047 12.156  0.07
H: 7.661 16.009 11.955  0.09
H: 9.204 16.833 12.182  0.08
H: 9.530 17.900 10.238  0.10
H: 7.887 17.528 9.670  0.13
H: 9.525 17.836 7.752  0.12
H: 8.981 16.081 7.857  0.12
H: 11.089 15.658 8.961  0.09
H: 11.722 17.912 9.867  0.12
H: 11.507 18.455 8.197  0.12
H: 13.780 18.317 8.645  0.11
H: 13.440 17.043 7.492  0.12
H: 15.101 15.691 8.026  0.10
H: 15.128 14.971 9.745  0.05
H: 15.777 16.586 9.457  0.11
C: 11.159 12.547 10.497  -0.11
O: 11.507 11.956 9.291  -0.18
C: 12.459 12.609 8.481  -0.23
C: 12.866 11.659 7.413  -0.21
N: 13.704 10.615 7.988  -0.06
C: 14.266 9.645 7.050  -0.21
C: 15.057 8.636 7.832  -0.23
O: 16.111 9.280 8.514  -0.20
C: 16.759 8.553 9.492  -0.14
H: 12.084 12.666 11.152  0.10
H: 10.520 11.824 10.988  0.08
H: 10.606 13.520 10.311  0.10
H: 13.298 12.931 9.119  0.11
H: 12.070 13.530 8.033  0.12
H: 13.407 12.179 6.603  0.12
H: 11.956 11.233 6.956  0.13
H: 14.470 10.974 8.543  0.08
H: 14.895 10.137 6.285  0.12
H: 13.420 9.181 6.535  0.12
H: 15.577 7.930 7.167  0.13
H: 14.362 8.089 8.465  0.12
H: 17.356 7.698 9.104  0.10
H: 16.119 8.237 10.335  0.09
H: 17.433 9.283 9.957  0.08
N: 13.115 17.221 16.292  0.16
C: 13.909 16.050 16.413  -0.54
N: 14.503 15.861 17.722  0.13
O: 14.109 15.267 15.469  0.00
H: 12.528 17.329 15.462  0.08
H: 12.693 17.672 17.085  0.09
H: 15.243 15.186 17.877  0.10
H: 14.669 16.783 18.086  0.07
C: 12.343 14.961 12.619  -0.16
O: 12.480 16.201 13.267  -0.16
H: 12.018 14.236 13.378  0.08
H: 11.604 14.985 11.794  0.07
H: 13.286 14.611 12.218  0.06
H: 13.112 15.893 13.954  0.02